DFT (ωB97M-V/def2-TZVPD) results for a cluster of 2 separate species, C2H8N2O3 in total at a distorted geometry.

Geometry (Å):
1 O 2.13 -0.66 1.39
2 C 1.02 -0.99 1.03
3 O 0.80 -1.89 -0.28
4 O -0.52 -2.50 -0.21
5 H 0.18 -1.27 1.68
6 H -0.27 -3.38 -0.54
7 C 0.35 1.48 -0.94
8 N -0.19 0.51 0.01
9 N -1.35 0.97 0.71
10 H 0.58 2.44 -0.45
11 H 1.27 1.08 -1.38
12 H -0.37 1.63 -1.75
13 H -0.34 -0.42 -0.49
14 H -1.16 1.86 1.18
15 H -2.13 1.14 0.07

Computed properties:
ΔE to the lowest compared entry with this formula, charge and spin, eV: 5.626
Gap between HOMO and LUMO, eV: 10.01
E_HOMO, eV: -9.3
Molecular weight, g/mol: 108.097
LUMO, hartree: 0.028

=====

DFT (ωB97M-V/def2-TZVPD) results for the molecule C3H7N3OS at a distorted geometry.

Geometry (Å):
1 C 0.66 0.12 0.39
2 C -1.21 -1.68 0.09
3 C -1.03 0.83 -1.01
4 N 1.35 -0.70 1.25
5 N -0.54 -0.12 -0.11
6 N 1.33 1.20 -0.01
7 O -0.46 -2.49 0.57
8 S -2.75 -1.64 -0.38
9 H -2.09 0.38 -1.22
10 H -1.09 1.78 -0.52
11 H -0.25 1.05 -1.71
12 H 0.84 -1.58 1.48
13 H 2.29 -0.61 1.21
14 H 2.17 1.50 0.31
15 H 0.78 1.96 -0.36

Computed properties:
ΔE to the lowest compared entry with this formula, charge and spin, eV: 1.291
Gap between HOMO and LUMO, eV: 8.48
E_HOMO, eV: -8.2
Molecular weight, g/mol: 133.176
LUMO, hartree: 0.011

=====

DFT (ωB97M-V/def2-TZVPD) results for the molecule C3H7ClN2 at a distorted geometry.

Geometry (Å):
1 H 0.39 -2.40 0.74
2 N -0.48 -1.98 0.36
3 C -0.48 -0.80 -0.11
4 N -1.68 -0.16 -0.31
5 C 0.73 0.04 -0.48
6 C 0.72 1.20 0.47
7 Cl 2.26 -0.81 -0.19
8 H -2.55 -0.67 -0.18
9 H -1.78 0.73 -0.86
10 H 0.65 0.32 -1.59
11 H 0.61 0.87 1.53
12 H 1.65 1.76 0.40
13 H -0.04 1.91 0.22

Computed properties:
ΔE to the lowest compared entry with this formula, charge and spin, eV: 0.274
Gap between HOMO and LUMO, eV: 10.00
E_HOMO, eV: -9.2
Molecular weight, g/mol: 106.556
LUMO, hartree: 0.029

=====

DFT (ωB97M-V/def2-TZVPD) results for a structure of composition C25H24BeBrN4O2 at a distorted geometry.

Geometry (Å):
1 Be -0.35 -0.49 0.06
2 O -1.09 0.15 -1.09
3 C -1.85 -0.47 -1.95
4 C -2.88 0.22 -2.61
5 C -3.69 -0.41 -3.53
6 C -3.49 -1.75 -3.85
7 C -2.49 -2.45 -3.22
8 C -1.67 -1.84 -2.26
9 C -0.61 -2.55 -1.59
10 N 0.05 -2.10 -0.53
11 C 1.00 -3.03 -0.22
12 C 0.91 -4.07 -1.10
13 N -0.11 -3.75 -1.96
14 H -3.04 1.26 -2.36
15 H -4.48 0.15 -4.01
16 H -4.13 -2.23 -4.57
17 H -2.36 -3.50 -3.45
18 H 1.69 -2.89 0.58
19 H 1.47 -4.97 -1.19
20 H -0.41 -4.31 -2.73
21 Br 6.70 1.15 -0.40
22 C 4.93 0.76 0.12
23 C 3.89 0.82 -0.82
24 C 2.61 0.48 -0.44
25 C 2.33 0.10 0.88
26 C 3.38 0.11 1.82
27 C 4.67 0.42 1.44
28 N 1.03 -0.24 1.17
29 C 0.65 -0.67 2.31
30 C -0.75 -0.93 2.51
31 C -1.29 -1.34 3.73
32 C -2.67 -1.44 3.83
33 C -3.45 -1.12 2.73
34 C -2.82 -0.76 1.54
35 N -1.50 -0.70 1.43
36 H 4.11 1.11 -1.83
37 H 1.80 0.51 -1.14
38 H 3.20 -0.14 2.85
39 H 5.47 0.39 2.16
40 H 1.32 -0.81 3.16
41 H -0.64 -1.55 4.56
42 H -3.13 -1.76 4.75
43 H -4.53 -1.13 2.78
44 H -3.37 -0.50 0.65
45 C 0.71 4.07 -0.81
46 C 1.20 4.17 0.65
47 C 0.35 3.12 1.38
48 O -0.04 2.19 0.40
49 C -0.35 2.96 -0.74
50 H 1.52 3.80 -1.48
51 H 0.27 5.00 -1.15
52 H 1.06 5.16 1.07
53 H 2.25 3.90 0.72
54 H -0.55 3.60 1.81
55 H 0.88 2.59 2.17
56 H -1.35 3.41 -0.62
57 H -0.36 2.29 -1.60

Computed properties:
ΔE to the lowest compared entry with this formula, charge and spin, eV: 0.466
Total charge: +1
Gap between HOMO and LUMO, eV: 6.28
E_HOMO, eV: -10.5
Molecular weight, g/mol: 501.409
LUMO, hartree: -0.155

=====

DFT (ωB97M-V/def2-TZVPD) results for the ion C3H9N2 with charge +1 at a distorted geometry.

Geometry (Å):
1 C -0.52 1.05 1.86
2 N -0.71 0.90 0.66
3 C -0.25 -0.23 -0.10
4 C 1.14 -0.87 0.00
5 N -0.39 0.11 -1.59
6 H -0.80 2.09 2.17
7 H -0.33 0.39 2.69
8 H -1.13 -0.99 0.01
9 H 1.93 -0.27 -0.46
10 H 1.35 -1.02 1.05
11 H 1.11 -1.81 -0.36
12 H -1.41 0.31 -1.84
13 H -0.07 -0.58 -2.13
14 H 0.09 0.92 -1.95

Computed properties:
ΔE to the lowest compared entry with this formula, charge and spin, eV: 2.178
Total charge: +1
Gap between HOMO and LUMO, eV: 10.73
E_HOMO, eV: -14.3
Molecular weight, g/mol: 73.119
LUMO, hartree: -0.130

=====

DFT (ωB97M-V/def2-TZVPD) results for a cluster of 2 separate species, CH4N4S in total at a distorted geometry.

Geometry (Å):
1 N -4.28 -0.05 0.20
2 N -3.19 -0.02 -0.09
3 S -1.72 -0.03 -0.46
4 C 1.19 1.02 0.00
5 N 0.69 -0.04 -0.27
6 N 1.32 -1.15 0.09
7 H 2.26 1.21 0.27
8 H 0.75 1.98 -0.48
9 H 0.72 -1.96 0.19
10 H 2.26 -0.96 0.55

Computed properties:
ΔE to the lowest compared entry with this formula, charge and spin, eV: 1.964
Gap between HOMO and LUMO, eV: 9.96
E_HOMO, eV: -9.1
Molecular weight, g/mol: 104.138
LUMO, hartree: 0.031

=====

DFT (ωB97M-V/def2-TZVPD) results for a structure of composition C21H24BBrIrN9.

Geometry (Å):
1 Ir -1.58 -0.58 0.61
2 C 0.62 -3.24 2.16
3 C 1.23 -2.36 1.14
4 C 2.59 -2.44 0.64
5 C 2.68 -1.41 -0.34
6 N 1.53 -0.80 -0.40
7 N 0.61 -1.39 0.53
8 B 0.87 0.37 -1.28
9 N -0.28 -0.26 -2.05
10 C -0.41 -0.54 -3.37
11 C -1.65 -1.08 -3.60
12 C -2.28 -1.13 -2.36
13 C -3.63 -1.64 -2.01
14 N -1.44 -0.64 -1.42
15 N 0.48 1.49 -0.33
16 C 1.04 2.71 -0.15
17 C 0.28 3.40 0.76
18 C -0.77 2.54 1.12
19 C -1.89 2.79 2.06
20 N -0.63 1.39 0.46
21 N 1.87 0.96 -2.32
22 C 1.55 2.03 -3.20
23 C 2.64 2.29 -3.94
24 C 3.63 1.38 -3.49
25 C 5.01 1.18 -3.91
26 N 3.08 0.58 -2.47
27 H 0.74 -4.28 1.86
28 H -0.44 -3.02 2.29
29 H 1.14 -3.11 3.11
30 H 3.36 -3.13 0.94
31 H 3.52 -1.13 -0.96
32 H 0.39 -0.33 -4.07
33 H -2.05 -1.40 -4.55
34 H -4.23 -1.76 -2.91
35 H -4.14 -0.96 -1.34
36 H -3.55 -2.62 -1.53
37 H 1.93 3.02 -0.67
38 H 0.45 4.40 1.12
39 H -2.42 3.70 1.77
40 H -1.51 2.94 3.07
41 H -2.60 1.97 2.06
42 H 0.56 2.46 -3.18
43 H 2.76 3.03 -4.72
44 H 5.32 1.90 -4.66
45 H 5.12 0.17 -4.31
46 H 5.68 1.23 -3.04
47 Br -2.93 -0.87 7.16
48 C -2.53 -0.82 5.35
49 C -1.30 -0.33 4.90
50 C -1.04 -0.32 3.56
51 N -1.93 -0.75 2.63
52 C -3.12 -1.21 3.07
53 C -3.46 -1.27 4.40
54 H -0.56 0.03 5.61
55 H -0.10 0.06 3.17
56 H -3.81 -1.56 2.31
57 H -4.42 -1.65 4.70

Computed properties:
Multiplicity: 6
Total charge: +3
Gap between HOMO and LUMO (alpha / beta), eV: 8.46 / 4.66
E_HOMO (alpha / beta), eV: -16.9 / -17.2
Molecular weight, g/mol: 685.419
LUMO (alpha / beta), hartree: -0.308 / -0.462

=====

DFT (ωB97M-V/def2-TZVPD) results for a cluster of 2 separate species, C3H10S in total at a distorted geometry.

Geometry (Å):
1 C -0.06 0.86 0.44
2 C -1.38 0.52 -0.29
3 C -2.20 -0.64 0.26
4 H -0.06 0.40 1.42
5 H 0.82 0.52 -0.10
6 H 0.06 1.94 0.41
7 H -2.00 1.43 -0.19
8 H -1.21 0.45 -1.36
9 H -3.19 -0.63 -0.20
10 H -2.27 -0.59 1.35
11 H -1.71 -1.60 0.05
12 S 4.64 -0.56 -0.12
13 H 3.72 -0.34 -1.07
14 H 4.83 -1.77 -0.59

Computed properties:
ΔE to the lowest compared entry with this formula, charge and spin, eV: 0.287
Gap between HOMO and LUMO, eV: 10.69
E_HOMO, eV: -9.8
Molecular weight, g/mol: 78.180
LUMO, hartree: 0.032

=====

Q: Among the records above, which one has the lowest molecular weight?
A: C3H9N2

=====

Q: molecular weight of number 1 (C2H8N2O3)?
A: 108.097 g/mol

=====

Q: What is the formula in the eighth record?
A: C3H10S

=====

Q: Number 8 is which compound?
A: C3H10S